No. 1
This record from OMol25 describes a 2-piece molecular cluster, C4H8NO overall. The level of theory is ωB97M-V with the def2-TZVPD basis set.

Calculated values
F_max: 2.85 eV/A
ΔE to the lowest compared entry with this formula, charge and spin: 5.178 eV
Total charge: +1
LUMO energy (spin up / spin down): -8.15 / -8.15 eV
Gap between HOMO and LUMO (spin up / spin down): 8.49 / 8.49 eV
E_HOMO (spin up / spin down): -16.64 / -16.64 eV

Structure (XYZ):
```
14
Properties=species:S:1:pos:R:3:forces:R:3:lowdin_charge:R:1
C -0.345219 -0.205309 0.471422 1.4 0.5 -0.1 -0.05
C -2.245711 -1.468593 -0.291338 -0.3 -0.2 0.0 -0.06
C 2.846291 1.752496 -0.432570 1.5 -0.1 1.9 -0.12
C -1.513040 -0.860691 0.914502 -1.3 -0.5 0.2 -0.18
N 0.662634 0.248087 0.164988 1.5 1.5 -1.3 0.30
O 1.711498 1.362343 -0.964335 -2.5 -1.4 0.1 0.08
H -2.472612 -0.711138 -1.036420 0.0 0.0 0.0 0.09
H -3.179242 -1.900015 0.063958 0.0 0.0 -0.1 0.09
H -1.658338 -2.257936 -0.754678 0.0 0.0 0.0 0.09
H 3.618212 0.975782 -0.303091 -0.2 0.2 -0.1 0.13
H 2.773119 2.457854 0.411563 -0.1 -0.1 -0.3 0.13
H 3.185764 2.367963 -1.306114 -0.3 0.0 -0.4 0.20
H -2.139478 -0.120910 1.426322 0.1 -0.1 0.0 0.15
H -1.243878 -1.639934 1.635792 0.1 0.2 0.0 0.15
```
Positions in Å, forces in eV/Å.

No. 2
This record from OMol25 describes an isolated ion of composition C4H8NO and charge +1. The level of theory is ωB97M-V with the def2-TZVPD basis set.

Calculated values
F_max: 2.69 eV/A
ΔE to the lowest compared entry with this formula, charge and spin: 1.799 eV
Total charge: +1
SMILES: CC(=[NH2+])/C=C\O
LUMO energy: -4.91 eV
Gap between HOMO and LUMO: 8.93 eV
E_HOMO: -13.84 eV

Structure (XYZ):
```
14
Properties=species:S:1:pos:R:3:forces:R:3:lowdin_charge:R:1
C -1.407359 -0.170695 -1.083549 0.1 0.9 1.1 0.01
C 0.031888 0.017952 -0.708450 0.7 1.1 1.1 -0.25
N 0.909629 0.225378 -1.688476 -0.4 -0.4 0.4 0.18
C 0.546275 0.269765 0.688374 0.9 0.3 1.8 0.01
C 0.337462 0.284380 2.159694 2.0 0.4 -0.2 -0.07
O -0.626032 0.167149 3.086675 -0.7 -0.5 -2.5 0.08
H -1.840918 0.615844 -0.472307 -0.5 0.3 -0.1 0.11
H -1.866371 -1.034777 -0.706668 -0.2 -1.5 1.0 0.08
H -1.840231 -0.107583 -2.072088 1.0 0.4 -0.7 0.10
H 0.509901 0.014070 -2.631223 1.3 0.6 1.0 0.16
H 1.912725 0.531898 -1.499827 -2.0 -0.8 -0.7 0.18
H 1.624792 0.632032 0.584116 -1.5 -0.8 0.3 0.10
H 1.323090 0.492115 2.727223 -1.4 -0.2 -1.5 0.15
H -0.414458 0.163268 4.043590 0.7 0.2 -0.9 0.15
```
Positions in Å, forces in eV/Å.

No. 3
This record from OMol25 describes an isolated ion of composition C4H8NO and charge +1. The level of theory is ωB97M-V with the def2-TZVPD basis set.

Calculated values
F_max: 2.94 eV/A
ΔE to the lowest compared entry with this formula, charge and spin: 3.828 eV
Total charge: +1
SMILES: C[N+](=O)C1CC1
LUMO energy: -6.81 eV
Gap between HOMO and LUMO: 9.79 eV
E_HOMO: -16.60 eV

Structure (XYZ):
```
14
Properties=species:S:1:pos:R:3:forces:R:3:lowdin_charge:R:1
C 0.843029 1.402151 1.250308 0.6 2.4 1.6 0.06
N 0.503992 0.771791 0.057391 -0.1 -1.4 -2.6 -0.20
O 1.044252 1.037619 -0.969668 0.4 0.4 0.3 0.23
C -0.482077 -0.233034 0.076329 -1.5 0.9 2.3 -0.22
C -1.058756 -0.619424 -1.235758 -0.1 -1.1 -1.2 -0.03
C -0.189131 -1.598231 -0.489461 -0.1 -0.4 -0.8 -0.02
H 0.173610 1.042308 2.043824 0.4 0.6 -0.2 0.12
H 0.825186 2.529862 1.013252 0.1 -1.6 0.8 0.18
H 1.868288 1.083683 1.461287 0.1 0.3 0.1 0.15
H -1.123530 -0.078962 1.021201 0.9 -0.8 -1.8 0.20
H -0.470906 -0.298006 -2.131462 -1.2 0.3 0.9 0.14
H -2.181944 -0.679249 -1.271246 1.5 -0.1 -0.1 0.15
H -0.535241 -2.445296 0.028278 -1.1 -0.5 1.0 0.11
H 0.783227 -1.915211 -0.854275 0.2 1.0 -0.3 0.13
```
Positions in Å, forces in eV/Å.

No. 4
This record from OMol25 describes an isolated ion of composition C4H8NO and charge +1. The level of theory is ωB97M-V with the def2-TZVPD basis set.

Calculated values
F_max: 3.00 eV/A
ΔE to the lowest compared entry with this formula, charge and spin: 3.290 eV
Total charge: +1
LUMO energy: -5.47 eV
Gap between HOMO and LUMO: 8.70 eV
E_HOMO: -14.18 eV

Structure (XYZ):
```
14
Properties=species:S:1:pos:R:3:forces:R:3:lowdin_charge:R:1
C 1.207238 -1.757084 0.576658 -0.8 -0.3 -0.8 0.04
C -0.261888 -0.522142 -0.921865 0.5 -2.3 -1.7 -0.19
C -0.672675 0.895853 -1.052574 -2.9 0.5 0.4 -0.06
C -0.278994 1.509128 1.313173 2.3 -1.6 0.7 0.18
N 0.503140 -0.772661 0.230486 0.9 0.8 0.9 -0.04
O -0.942240 1.357338 0.293653 -1.7 1.7 1.0 0.03
H 1.592745 -1.646588 1.535980 1.0 -0.1 1.7 0.06
H 1.415181 -2.731982 0.121041 -0.3 0.4 -0.7 0.11
H -1.128195 -1.145781 -0.803305 -0.7 -0.3 -0.4 0.14
H 0.260185 -0.808583 -1.870888 -0.5 0.1 0.6 0.16
H -0.086592 1.510754 -1.646100 2.0 1.4 -0.3 0.12
H -1.703567 1.131070 -1.427026 0.9 -1.2 -0.3 0.17
H -0.701880 1.639528 2.321513 -0.8 0.3 -0.8 0.15
H 0.797543 1.341150 1.329254 0.1 0.6 -0.5 0.13
```
Positions in Å, forces in eV/Å.

No. 5
This record from OMol25 describes an isolated ion of composition C4H8NO and charge +1. The level of theory is ωB97M-V with the def2-TZVPD basis set.

Calculated values
F_max: 3.19 eV/A
ΔE to the lowest compared entry with this formula, charge and spin: 3.740 eV
Total charge: +1
LUMO energy (spin up / spin down): -6.83 / -7.47 eV
Gap between HOMO and LUMO (spin up / spin down): 8.47 / 7.28 eV
E_HOMO (spin up / spin down): -15.30 / -14.76 eV

Structure (XYZ):
```
14
Properties=species:S:1:pos:R:3:forces:R:3:lowdin_charge:R:1
C -0.119132 -1.057236 -2.147125 0.8 2.2 2.2 0.43
C 0.624580 1.226458 0.443193 -0.5 -1.7 -1.9 -0.08
C 0.010767 1.187305 1.775296 -0.2 0.0 0.5 -0.02
C -0.546798 -0.752416 -0.678087 -0.2 0.8 0.5 -0.48
N 0.325911 0.383972 -0.494302 -0.1 -0.6 -1.0 0.15
O -0.392576 -1.766883 0.220310 0.1 -0.5 0.1 0.06
H -0.609926 -0.522562 -2.944385 -0.2 -0.1 -0.3 0.10
H 1.378574 1.966994 0.209140 0.1 0.1 -0.1 0.14
H -1.020997 0.836297 1.743892 0.0 0.1 0.0 0.10
H 0.078391 2.170488 2.234848 -0.1 0.0 0.1 0.10
H 0.562724 0.484978 2.404322 0.1 0.0 0.0 0.11
H -1.604268 -0.455907 -0.641028 0.2 0.0 -0.1 0.17
H 0.803417 -1.581733 -2.345876 0.1 -0.3 0.0 0.10
H 0.509332 -2.119755 0.219803 -0.1 0.1 0.0 0.13
```
Positions in Å, forces in eV/Å.

No. 6
This record from OMol25 describes a 2-piece molecular cluster, C4H8NO overall. The level of theory is ωB97M-V with the def2-TZVPD basis set.

Calculated values
F_max: 2.28 eV/A
ΔE to the lowest compared entry with this formula, charge and spin: 3.276 eV
Total charge: +1
LUMO energy: -6.23 eV
Gap between HOMO and LUMO: 6.11 eV
E_HOMO: -12.34 eV

Structure (XYZ):
```
14
Properties=species:S:1:pos:R:3:forces:R:3:lowdin_charge:R:1
C -2.424890 0.135826 0.081705 -0.6 -0.4 -0.3 -0.27
C 1.639241 1.207513 -0.358530 -0.3 -0.9 -0.3 0.22
C -3.303600 -0.630154 -0.487627 -0.2 -0.1 -0.1 0.02
C 2.298921 -0.946035 0.260920 0.8 -1.5 1.2 0.02
N -1.496209 0.802754 0.479218 1.7 0.6 0.1 0.12
O 1.713233 -0.014226 -0.623658 -0.5 2.2 -0.6 0.02
H 2.036432 1.639999 0.558766 0.0 -0.3 0.2 0.15
H 1.179417 1.850220 -1.100889 -0.1 -0.2 -0.2 0.14
H -3.493395 -1.631818 -0.149351 0.1 -0.2 0.2 0.06
H -3.909212 -0.255273 -1.294082 0.0 0.2 -0.1 0.07
H 3.159626 -1.393602 -0.241021 -0.1 0.2 -0.1 0.13
H 2.608605 -0.493827 1.206089 -0.1 0.1 -0.2 0.12
H 1.566761 -1.737559 0.432197 0.0 0.3 -0.1 0.13
H -1.574931 1.466187 1.236268 -0.6 -0.1 0.2 0.08
```
Positions in Å, forces in eV/Å.

No. 7
This record from OMol25 describes a 2-piece molecular cluster, C4H8NO overall. The level of theory is ωB97M-V with the def2-TZVPD basis set.

Calculated values
F_max: 6.12 eV/A
ΔE to the lowest compared entry with this formula, charge and spin: 5.488 eV
Total charge: +1
LUMO energy (spin up / spin down): -6.10 / -6.10 eV
Gap between HOMO and LUMO (spin up / spin down): 8.84 / 8.84 eV
E_HOMO (spin up / spin down): -14.94 / -14.94 eV

Structure (XYZ):
```
14
Properties=species:S:1:pos:R:3:forces:R:3:lowdin_charge:R:1
C 0.148978 0.639509 -0.745417 0.4 3.8 1.3 -0.25
C 0.527875 1.843054 -1.142371 -1.3 -0.5 -2.0 0.18
C -0.275819 -0.325456 0.219225 -0.9 0.4 3.2 -0.56
C 0.429726 -0.597075 1.502826 -0.2 0.2 2.9 0.02
N 0.237978 -0.682713 -1.037378 -3.0 -4.1 -3.5 0.19
O -1.641657 -0.555247 0.164673 1.0 -0.5 -4.0 0.09
H 0.728475 1.762019 -2.230227 0.6 0.8 0.7 0.10
H 0.292075 2.841338 -0.706141 0.5 -1.3 0.0 0.11
H 0.461043 -1.706622 1.910103 -0.1 2.3 -1.2 0.14
H -0.067631 0.076687 2.331754 0.6 -1.5 -1.5 0.14
H 1.417444 -0.104910 1.475404 -0.1 -0.8 -0.1 0.10
H -1.215307 -1.397531 -1.462143 3.0 1.8 1.1 0.47
H 1.089111 -1.172830 -1.205729 0.8 -0.6 -0.2 0.17
H -2.132290 -0.620223 0.925422 -1.5 -0.3 3.3 0.09
```
Positions in Å, forces in eV/Å.

No. 8
This record from OMol25 describes an isolated ion of composition C4H8NO and charge +1. The level of theory is ωB97M-V with the def2-TZVPD basis set.

Calculated values
F_max: 1.29 eV/A
ΔE to the lowest compared entry with this formula, charge and spin: 0.785 eV
Total charge: +1
SMILES: C=[N+](C=O)CC
LUMO energy: -6.05 eV
Gap between HOMO and LUMO: 10.49 eV
E_HOMO: -16.55 eV

Structure (XYZ):
```
14
Properties=species:S:1:pos:R:3:forces:R:3:lowdin_charge:R:1
C -0.960996 -1.529228 0.243874 -0.3 -0.3 0.1 0.25
N -0.581626 -0.394674 -0.186996 -0.5 -0.6 0.2 -0.06
C -1.569331 0.715792 -0.229622 -0.1 0.4 -0.1 -0.16
O -2.657351 0.569818 0.183318 -0.2 -0.1 0.1 0.19
C 0.767288 -0.078611 -0.598439 1.2 0.4 -0.1 -0.18
C 1.454415 0.758294 0.481238 0.0 -0.1 -0.1 -0.04
H -0.284081 -2.372718 0.293492 0.2 0.1 -0.1 0.14
H -1.990135 -1.654734 0.571366 0.0 0.2 -0.1 0.14
H -1.137539 1.611578 -0.688440 0.0 0.0 0.0 0.16
H 1.322573 -1.002586 -0.767899 -0.2 0.0 -0.1 0.14
H 0.722030 0.485472 -1.533926 -0.1 -0.2 0.0 0.14
H 0.923969 1.686398 0.676965 0.0 0.1 0.0 0.08
H 1.533494 0.197850 1.409363 0.0 0.0 0.1 0.09
H 2.457296 1.007350 0.145700 0.0 0.0 0.0 0.10
```
Positions in Å, forces in eV/Å.

No. 9
This record from OMol25 describes a 2-piece molecular cluster, C4H8NO overall. The level of theory is ωB97M-V with the def2-TZVPD basis set.

Calculated values
F_max: 5.97 eV/A
2S+1: 3
ΔE to the lowest compared entry with this formula, charge and spin: 2.529 eV
Total charge: +1
LUMO energy (spin up / spin down): -4.61 / -9.16 eV
Gap between HOMO and LUMO (spin up / spin down): 6.39 / 7.99 eV
E_HOMO (spin up / spin down): -11.00 / -17.15 eV

Structure (XYZ):
```
14
Properties=species:S:1:pos:R:3:forces:R:3:lowdin_spin:R:1
C 2.819707 -0.886413 0.278802 -2.3 -3.4 3.6 0.56
C -1.543155 -0.485259 0.093335 -1.3 0.1 -0.5 0.05
C -0.086333 -0.800172 0.051084 0.0 -3.3 2.4 0.09
C 0.848741 1.283839 -0.379258 1.0 0.3 4.0 0.05
N 0.939144 -0.107590 0.058633 -1.7 1.9 -1.5 0.53
O 3.357773 0.020469 -0.158601 2.9 4.3 -2.9 0.58
H 2.660536 -1.882929 0.586619 -0.3 -0.9 -0.5 0.07
H -1.838673 -0.430416 1.148925 0.4 0.3 0.1 0.00
H -1.868024 0.471753 -0.399760 0.4 -1.1 0.3 0.00
H -2.138480 -1.395753 -0.213263 0.8 1.1 -0.3 0.00
H 0.137679 -1.819056 0.422639 -0.3 -0.1 -0.7 0.03
H -0.093858 1.372932 -0.803680 -1.4 0.4 -1.3 0.01
H 1.683014 1.459820 -0.942567 1.7 1.0 -1.9 0.00
H 0.878918 1.913744 0.553607 0.2 -0.5 -0.9 0.00
```
Positions in Å, forces in eV/Å.

No. 10
This record from OMol25 describes an isolated ion of composition C4H8NO and charge +1. The level of theory is ωB97M-V with the def2-TZVPD basis set.

Calculated values
F_max: 4.71 eV/A
2S+1: 3
ΔE to the lowest compared entry with this formula, charge and spin: 4.251 eV
Total charge: +1
LUMO energy (spin up / spin down): -3.67 / -9.22 eV
Gap between HOMO and LUMO (spin up / spin down): 5.88 / 4.73 eV
E_HOMO (spin up / spin down): -9.55 / -13.95 eV

Structure (XYZ):
```
14
Properties=species:S:1:pos:R:3:forces:R:3:lowdin_spin:R:1
C -1.015629 0.171087 0.072773 0.9 -1.0 2.5 0.49
C -2.195367 0.316246 -0.565559 1.0 -0.2 -0.6 0.53
C 0.513808 0.188593 0.119532 -0.2 2.6 0.4 0.25
C 1.396220 -0.880374 -0.300609 -0.4 -4.1 -2.3 0.05
N -0.221488 0.167298 1.408892 -0.9 0.2 -3.6 0.15
O 0.912390 1.477892 -0.178366 1.8 -1.6 -2.0 0.36
H -3.118722 0.567548 -0.171075 -1.5 0.7 1.0 0.07
H -2.133984 0.125719 -1.597083 -0.3 -0.4 -1.4 0.05
H 2.399328 -0.913389 0.067810 0.7 0.8 0.6 0.01
H 1.477892 -1.039306 -1.424615 -0.2 0.9 1.1 0.00
H 1.000316 -1.914809 -0.072965 0.0 1.2 0.3 0.00
H -0.201161 1.102215 1.792273 -0.1 0.1 1.2 0.02
H -0.282330 -0.713662 1.895902 0.2 -0.2 0.9 0.02
H 1.468728 1.344943 -1.046916 -1.1 0.9 2.0 0.00
```
Positions in Å, forces in eV/Å.

No. 11
This record from OMol25 describes an isolated ion of composition C4H8NO2 and charge -1. The level of theory is ωB97M-V with the def2-TZVPD basis set.

Calculated values
F_max: 1.48 eV/A
ΔE to the lowest compared entry with this formula, charge and spin: 2.639 eV
Total charge: -1
SMILES: C[C@@H](C=O)NC[O-]
LUMO energy: 4.31 eV
Gap between HOMO and LUMO: 7.41 eV
E_HOMO: -3.11 eV

Structure (XYZ):
```
15
Properties=species:S:1:pos:R:3:forces:R:3:lowdin_charge:R:1
C -1.715993 -0.124456 0.348840 0.3 0.5 -0.7 -0.06
C -0.451376 -0.460663 -0.456842 0.2 0.0 -0.4 -0.38
C -0.008869 0.774333 -1.237271 0.8 0.9 0.9 -0.29
O -0.741091 1.692118 -1.553623 -0.4 -0.3 -0.3 -0.03
N 0.659206 -1.045819 0.320313 0.0 -0.2 0.1 -0.05
C 1.733863 -0.029414 0.587979 -0.7 1.0 0.5 -0.53
O 1.219133 1.200833 0.762110 -0.1 -0.2 -0.3 -0.29
H -2.602814 -0.639929 -0.016937 0.0 -0.4 0.3 0.06
H -1.919860 0.934484 0.173415 0.0 0.0 0.2 0.06
H -1.503865 -0.251432 1.403302 -0.3 -0.2 0.2 0.06
H -0.663599 -1.185638 -1.259693 -0.3 0.0 0.1 0.12
H 1.040237 0.807447 -1.574117 -0.1 -0.4 -0.2 0.11
H 0.286901 -1.223992 1.246609 -0.1 -0.1 -0.1 0.06
H 2.217834 -0.405837 1.515517 0.4 -0.2 -0.3 0.08
H 2.450294 -0.042034 -0.259603 0.2 -0.5 0.0 0.07
```
Positions in Å, forces in eV/Å.

No. 12
This record from OMol25 describes a 2-piece molecular cluster, C4H8NO2 overall. The level of theory is ωB97M-V with the def2-TZVPD basis set.

Calculated values
F_max: 4.41 eV/A
ΔE to the lowest compared entry with this formula, charge and spin: 2.874 eV
Total charge: -1
LUMO energy: 3.96 eV
Gap between HOMO and LUMO: 7.61 eV
E_HOMO: -3.65 eV

Structure (XYZ):
```
15
Properties=species:S:1:pos:R:3:forces:R:3:lowdin_charge:R:1
O 0.640616 -2.195476 -1.334551 -0.5 2.2 0.5 -0.16
C 0.358387 -1.036668 -0.816367 0.6 -2.6 -0.5 -0.66
N -0.848048 -0.558670 -0.571385 1.3 1.4 0.1 0.02
C -2.671486 0.928297 0.240443 -2.8 -2.9 1.8 -0.25
O -3.331145 1.939170 0.165531 1.1 1.2 -0.3 -0.07
C 1.565480 -0.162161 -0.474208 -0.3 0.3 0.6 -0.21
C 1.671866 0.327332 1.017333 1.0 1.6 -2.3 -0.11
H -1.436183 -0.902779 -1.284747 -1.1 -1.2 -0.5 -0.01
H -2.073848 0.547305 1.098726 0.6 1.3 -0.4 0.05
H -3.140090 0.003991 -0.197953 0.8 0.5 -0.8 0.06
H 2.437662 -0.773203 -0.609241 0.5 -0.3 -0.5 0.07
H 1.547326 0.639553 -1.264786 0.2 -0.4 1.1 0.11
H 0.680258 0.547385 1.401451 0.2 0.8 0.1 0.04
H 2.513182 1.133395 1.021154 -1.9 -0.7 0.4 0.08
H 2.086020 -0.437470 1.608599 0.4 -1.3 0.7 0.03
```
Positions in Å, forces in eV/Å.